Entry 1:
Computed, not measured: an isolated molecule of C4H9NO, with ωB97M-V with the def2-TZVPD basis set.

Structure (XYZ):
```
15
Properties=species:S:1:pos:R:3:forces:R:3:lowdin_charge:R:1
C -1.33984 -1.97337 0.20061 -0.1 -0.1 0.0 -0.116
C -0.66576 -0.65691 0.40982 0.0 0.2 0.0 -0.194
C 1.97465 1.14547 0.27168 0.3 -0.2 0.1 -0.103
N -0.79007 0.31655 -0.49697 0.1 -0.1 0.0 -0.011
C -0.16218 1.48610 -0.63361 -0.2 0.2 -0.2 -0.243
O 0.74340 1.86276 0.31350 -0.2 0.0 0.0 -0.146
H -0.67283 -2.81000 0.44766 -0.1 0.2 0.0 0.066
H -1.62001 -2.10682 -0.85393 0.0 0.0 0.2 0.068
H -2.25269 -2.11085 0.80152 0.1 0.0 -0.1 0.064
H -0.09645 -0.42434 1.29944 0.0 -0.1 -0.2 0.094
H 2.76266 1.83634 0.58933 -0.2 -0.1 -0.1 0.086
H 2.17417 0.78911 -0.74858 0.0 0.1 0.2 0.092
H 1.95892 0.28259 0.95369 0.0 0.2 -0.2 0.072
H -1.43375 0.11963 -1.25815 0.1 0.0 0.1 0.158
H -0.58022 2.24373 -1.29601 0.2 -0.3 0.3 0.113
```
Positions in Å, forces in eV/Å.

Output
E_tot: -7828.58198 eV
HOMO level: -6.1987 eV

***

Entry 2:
Computed, not measured: a cluster of 11 separate species, C7H35NO10 in total, with ωB97M-V with the def2-TZVPD basis set.

Structure (XYZ):
```
53
Properties=species:S:1:pos:R:3:forces:R:3:lowdin_charge:R:1
C -1.48983 1.93887 0.86353 1.4 3.5 1.1 -0.203
C -0.03088 1.53935 1.18245 -1.4 3.9 1.4 -0.232
C 0.17542 1.38613 2.65423 0.9 -1.7 -1.3 -0.160
C 0.47999 0.19552 3.20213 0.4 1.8 -1.0 0.023
C -2.34775 0.75509 0.63224 0.4 -1.0 -2.0 -0.179
N -2.43198 0.74803 -0.89735 -2.5 -1.8 0.2 -0.255
C -2.97827 -0.55079 -1.39867 -0.6 0.9 -1.2 -0.107
C -3.46525 1.74706 -1.19375 2.5 0.3 -5.9 -0.112
H -1.47121 2.74273 0.03161 -0.3 -1.8 0.7 0.112
H -1.82471 2.65566 1.67584 0.1 -1.2 -0.3 0.133
H 0.59789 2.29975 0.72554 0.5 0.1 1.0 0.072
H 0.22331 0.75709 0.61856 0.9 -3.7 -1.8 0.050
H 0.23175 2.30563 3.19644 -0.5 0.4 0.6 0.096
H 0.65924 0.33570 4.25394 0.2 -1.2 0.4 0.051
H 0.77435 -0.66752 2.55567 -0.8 0.7 1.2 0.056
H -1.83576 -0.20900 0.91316 -0.6 1.0 0.1 0.128
H -3.33249 0.87318 1.10638 0.1 -0.5 -0.2 0.118
H -3.47361 -0.52844 -2.43959 1.4 0.5 1.2 0.102
H -2.15935 -1.23995 -1.40952 0.1 -0.9 0.2 0.058
H -3.84851 -0.82179 -0.82283 -0.1 -0.7 0.8 0.065
H -2.83030 2.63145 -1.40255 -1.4 0.3 0.2 0.087
H -4.11552 1.52084 -2.17960 1.9 0.3 1.9 0.130
H -4.18047 1.83862 -0.50546 -2.5 0.7 3.2 0.026
H 3.59882 1.84428 -0.28010 -0.9 0.3 2.0 0.039
H 3.13620 1.13835 0.92441 -0.2 -1.5 0.8 -0.019
O 3.21580 2.02901 0.64922 1.1 1.4 -2.1 -0.086
H -0.00526 2.07783 -1.99646 0.0 2.0 -0.2 -0.006
H -0.46958 0.73054 -1.66712 0.1 -0.1 -0.3 0.027
O 0.31627 1.20480 -2.00606 -0.1 -2.4 0.0 -0.055
H 1.83141 3.41880 -0.93790 4.6 -1.2 2.0 -0.041
H 0.36886 3.23514 -0.48618 1.1 0.4 -0.4 0.016
O 0.98794 3.57489 -1.15994 -5.6 1.8 -1.6 -0.009
H -3.57163 -3.07705 0.62011 -0.5 -0.2 0.3 0.056
H -2.75740 -2.93969 1.97686 -0.6 -0.2 0.7 0.059
O -2.77960 -2.76219 1.04491 0.9 0.4 -0.8 -0.025
H 3.41726 -1.62910 -0.71305 0.3 -0.2 -0.5 0.026
H 2.61866 -1.22268 0.41449 -0.7 -0.2 0.6 -0.010
O 3.51315 -1.15030 0.10657 0.7 0.4 0.2 -0.046
H 0.37659 -2.60518 -0.54405 0.0 -0.7 0.4 0.015
H 0.95702 -1.32117 -0.85574 0.1 1.3 -0.7 0.007
O 1.23802 -2.20483 -0.68014 -0.1 -0.4 0.0 -0.048
H 3.09079 1.85737 -2.19413 -0.1 2.5 -1.4 0.017
H 2.45235 0.63027 -1.94287 -0.5 -0.6 0.5 0.028
O 3.28878 1.06421 -1.77150 0.7 -1.8 0.0 -0.023
H 0.02081 -4.59876 0.53782 0.5 -0.7 -0.3 0.077
H -1.18537 -3.79848 0.84863 -1.9 0.4 0.1 0.006
O -0.24998 -3.74190 0.84402 1.1 -0.4 -0.3 -0.032
H 0.67372 -0.47387 -3.82867 0.3 0.8 -0.2 0.027
H -0.23737 -1.62759 -4.04792 -1.2 -1.2 -1.7 0.007
O 0.23559 -1.18912 -3.38967 0.7 0.3 1.9 -0.018
H 1.71907 -2.98309 3.12745 2.2 0.1 1.1 0.015
H 0.68301 -3.36453 2.26776 -0.9 1.1 0.5 0.017
O 0.83786 -2.71069 2.99854 -1.0 -1.3 -1.2 -0.081
```
Positions in Å, forces in eV/Å.

Output
E_tot: -29788.15846 eV
HOMO level: -9.0543 eV
SMILES: C=CCCCN(C)C.O.O.O.O.O.O.O.O.O.O

***

Entry 3:
Computed, not measured: a structure of composition C11H14AuF2N3OSTe, with ωB97M-V with the def2-TZVPD basis set.

Structure (XYZ):
```
34
Properties=species:S:1:pos:R:3:forces:R:3:lowdin_charge:R:1
Au 0.07675 0.50692 -0.14945 0.9 -1.0 0.1 0.955
N 2.52841 -0.32915 -3.67401 -0.2 0.1 0.1 0.068
C 1.99446 -0.11390 -2.44041 0.1 0.1 -0.4 -0.848
S 0.40542 0.63925 -2.45976 -0.5 0.3 0.7 0.628
N 2.68349 -0.44952 -1.41539 0.2 -0.3 0.2 -0.005
N 2.03821 -0.30818 -0.20244 -0.1 0.5 -0.3 -0.161
C 2.80280 -0.41221 0.82220 0.2 -0.2 0.1 -0.068
C 2.40942 -0.40400 2.19746 0.1 0.2 0.2 -0.156
C 3.42962 -0.36280 3.16572 0.0 0.0 -0.1 -0.047
C 3.14297 -0.34796 4.50709 0.0 0.0 0.1 -0.094
C 1.80255 -0.40033 4.90889 0.0 0.0 -0.1 -0.071
C 0.78837 -0.44709 3.98037 -0.1 -0.1 0.0 -0.003
C 1.06267 -0.43838 2.60134 -0.1 0.2 0.0 -0.351
O 0.05233 -0.49021 1.75622 -0.1 1.3 -0.4 -0.391
H 2.07296 0.04304 -4.48554 0.1 0.0 0.0 0.076
H 3.48899 -0.61615 -3.73288 0.0 0.0 0.0 0.101
H 3.86397 -0.52652 0.61378 0.0 -0.1 -0.1 0.134
H 4.46078 -0.34142 2.82882 0.0 0.0 0.0 0.112
H 3.93656 -0.30634 5.24019 0.0 0.0 0.0 0.100
H 1.55742 -0.39617 5.96413 0.0 0.0 0.0 0.106
H -0.25103 -0.49479 4.27848 0.0 0.0 0.0 0.120
C -2.98973 -3.84040 0.14924 -0.1 0.1 -0.2 -0.476
Te -1.74288 -2.13963 0.58305 -0.5 -1.2 0.0 1.247
C -0.03529 -3.28674 0.00420 0.1 0.1 0.2 -0.433
H -2.63480 -4.68395 0.73752 0.0 0.0 0.0 -0.008
H -2.96046 -4.09496 -0.90880 0.0 0.0 0.0 -0.009
H -4.01618 -3.61155 0.43263 0.0 0.0 0.0 -0.014
H -0.24280 -3.74927 -0.95799 0.0 0.0 0.0 0.002
H 0.17205 -4.05182 0.74914 0.0 0.0 0.0 0.004
H 0.82144 -2.62240 -0.08140 0.0 0.0 0.0 -0.035
F -1.44461 2.67286 0.70020 0.0 -0.1 -0.1 -0.007
C -1.67643 1.56441 -0.05337 0.2 -0.2 -0.1 -0.506
F -2.63539 0.84858 0.56922 -0.1 0.2 0.1 -0.067
H -2.05497 1.86317 -1.03186 0.0 0.1 0.0 0.098
```
Positions in Å, forces in eV/Å.

Output
E_tot: -45405.54873 eV
HOMO level: -7.1733 eV

***

Calculated strongest force on any atom in order - 0.45; 6.42; 1.39 eV/A
Calculated frontier orbital gap in order - 7.2; 8.9; 5.9 eV
Calculated ΔE to the lowest compared entry with this formula, charge and spin in order - 360.7; 339.6; 136.8 kJ/mol